Entry 1:
# C31H38FN7O3

A cluster of 8 separate species, C31H38FN7O3 in total at a distorted geometry (ωB97M-V with the def2-TZVPD basis set, the Open Molecules 2025 dataset).

Calculated values
2S+1   1
HOMO-LUMO gap   8.1191 eV
Strongest force on any atom   0.0251 Eh/bohr

Geometry (Å):
O (-12.360, -25.134, -28.407)
C (-11.812, -25.293, -27.377)
O (-11.870, -26.425, -26.626)
C (-10.746, -26.406, -25.762)
C (-10.432, -24.924, -25.631)
F (-9.081, -24.745, -25.731)
O (-11.083, -24.341, -26.718)
H (-10.853, -26.942, -24.821)
H (-9.893, -26.910, -26.234)
H (-10.715, -24.464, -24.686)
C (-14.088, -29.766, -21.095)
C (-12.943, -29.196, -20.476)
C (-12.817, -27.908, -20.929)
N (-13.927, -27.640, -21.695)
C (-14.671, -28.774, -21.844)
H (-14.467, -30.760, -20.929)
H (-12.248, -29.638, -19.780)
H (-12.125, -27.123, -20.680)
H (-14.093, -26.761, -22.150)
H (-15.537, -28.787, -22.484)
C (-7.171, -28.242, -24.927)
C (-6.386, -28.221, -26.114)
C (-6.190, -26.896, -26.432)
N (-6.639, -26.151, -25.384)
C (-7.298, -26.946, -24.488)
H (-7.585, -29.125, -24.472)
H (-6.046, -29.077, -26.672)
H (-5.626, -26.421, -27.218)
H (-6.509, -25.163, -25.252)
H (-7.692, -26.548, -23.567)
C (-5.400, -24.320, -17.239)
C (-6.804, -24.482, -17.118)
C (-7.205, -23.617, -16.125)
N (-6.116, -22.928, -15.690)
C (-4.989, -23.354, -16.364)
H (-4.738, -24.869, -17.891)
H (-7.471, -25.116, -17.677)
H (-8.163, -23.422, -15.672)
H (-6.101, -22.230, -14.970)
H (-4.024, -22.935, -16.146)
C (-6.722, -32.829, -15.919)
C (-7.594, -33.089, -17.017)
C (-7.729, -31.912, -17.702)
N (-6.938, -30.975, -17.097)
C (-6.367, -31.512, -15.975)
H (-6.437, -33.578, -15.199)
H (-8.020, -34.046, -17.266)
H (-8.275, -31.655, -18.595)
H (-6.850, -30.022, -17.399)
H (-5.651, -30.983, -15.370)
C (-4.894, -23.883, -23.875)
C (-6.034, -24.013, -23.041)
C (-7.017, -23.210, -23.556)
N (-6.522, -22.622, -24.683)
C (-5.218, -23.015, -24.882)
H (-3.935, -24.359, -23.755)
H (-6.043, -24.523, -22.092)
H (-8.023, -23.014, -23.228)
H (-6.985, -21.905, -25.212)
H (-4.701, -22.680, -25.765)
C (-7.340, -26.741, -20.409)
C (-8.367, -25.913, -20.902)
C (-9.353, -26.734, -21.407)
N (-9.020, -28.014, -21.040)
C (-7.788, -28.039, -20.478)
H (-6.442, -26.403, -19.916)
H (-8.406, -24.837, -20.978)
H (-10.295, -26.591, -21.907)
H (-9.537, -28.852, -21.259)
H (-7.291, -28.924, -20.122)
C (-9.238, -31.972, -21.559)
C (-8.657, -31.157, -22.562)
C (-9.684, -30.462, -23.150)
N (-10.865, -30.901, -22.618)
C (-10.591, -31.760, -21.582)
H (-8.751, -32.567, -20.804)
H (-7.652, -31.098, -22.945)
H (-9.645, -29.758, -23.965)
H (-11.799, -30.599, -22.839)
H (-11.360, -32.139, -20.931)

---

Entry 2:
# C31H38I2InN5OSSe2Si2

A structure of composition C31H38I2InN5OSSe2Si2 (ωB97M-V with the def2-TZVPD basis set, the Open Molecules 2025 dataset).

Calculated values
2S+1   1
HOMO-LUMO gap   5.3287 eV
Energy relative to the best compared isomer or geometry (same formula, charge and spin)   145.8 kJ/mol
Strongest force on any atom   0.0187 Eh/bohr

Geometry (Å):
In (0.594, -0.348, 0.450)
I (-0.984, 6.301, -2.529)
C (-1.057, 4.324, -1.865)
C (-1.215, 3.292, -2.785)
C (-1.237, 1.981, -2.339)
I (-1.549, 0.424, -3.678)
C (-1.072, 1.676, -0.984)
O (-1.012, 0.452, -0.517)
C (-0.982, 2.731, -0.077)
C (-0.897, 2.311, 1.358)
N (0.428, 1.694, 1.667)
C (1.467, 2.729, 1.748)
C (2.790, 2.425, 1.096)
C (3.733, 3.451, 1.012)
C (4.957, 3.188, 0.436)
C (5.209, 1.898, -0.032)
C (4.212, 0.954, 0.099)
N (3.018, 1.206, 0.642)
C (-0.962, 4.047, -0.509)
H (-1.334, 3.506, -3.838)
H (-1.663, 1.550, 1.521)
H (-1.102, 3.145, 2.035)
H (0.357, 1.237, 2.570)
H (1.667, 2.990, 2.793)
H (1.079, 3.635, 1.278)
H (3.496, 4.436, 1.394)
H (5.705, 3.965, 0.352)
H (6.153, 1.635, -0.486)
H (4.377, -0.065, -0.243)
H (-0.901, 4.852, 0.214)
Se (2.454, -2.498, -1.179)
Se (1.265, -4.088, -2.320)
C (-0.579, -3.601, -2.020)
C (-1.474, -4.469, -2.628)
C (-2.828, -4.199, -2.503)
C (-3.216, -3.074, -1.796)
C (-2.236, -2.268, -1.245)
N (-0.921, -2.523, -1.337)
C (2.271, -0.937, -2.267)
C (2.750, -0.850, -3.559)
C (2.709, 0.385, -4.189)
C (2.227, 1.480, -3.495)
C (1.765, 1.305, -2.207)
N (1.758, 0.106, -1.605)
H (-1.118, -5.326, -3.186)
H (-3.562, -4.849, -2.962)
H (-4.254, -2.791, -1.680)
H (-2.530, -1.358, -0.743)
H (3.163, -1.722, -4.044)
H (3.073, 0.493, -5.202)
H (2.196, 2.463, -3.943)
H (1.388, 2.138, -1.634)
S (-4.306, 0.754, -1.185)
C (-4.701, 0.936, 0.427)
N (-4.975, 1.057, 1.552)
C (3.255, -0.684, 2.952)
Si (2.127, -2.187, 2.952)
C (1.898, -2.599, 4.762)
C (3.078, -3.622, 2.203)
C (0.518, -1.949, 1.958)
Si (-1.203, -1.950, 2.816)
C (-2.221, -0.454, 2.387)
C (-2.050, -3.535, 2.300)
C (-1.123, -1.910, 4.687)
H (3.877, -0.662, 3.849)
H (2.697, 0.253, 2.909)
H (3.921, -0.709, 2.088)
H (2.875, -2.890, 5.156)
H (1.211, -3.425, 4.936)
H (1.548, -1.746, 5.341)
H (4.047, -3.733, 2.695)
H (3.267, -3.468, 1.146)
H (2.538, -4.565, 2.309)
H (0.499, -2.648, 1.115)
H (-2.136, -0.149, 1.343)
H (-1.926, 0.388, 3.021)
H (-3.287, -0.617, 2.550)
H (-2.146, -3.610, 1.219)
H (-3.054, -3.584, 2.726)
H (-1.491, -4.408, 2.645)
H (-0.530, -1.073, 5.056)
H (-0.740, -2.822, 5.139)
H (-2.146, -1.767, 5.044)

---

Entry 3:
# C31H38KN13O2S4

A structure of composition C31H38KN13O2S4 (ωB97M-V with the def2-TZVPD basis set, the Open Molecules 2025 dataset).

Calculated values
Total charge   -2
2S+1   1
HOMO-LUMO gap   5.0929 eV
Strongest force on any atom   0.0188 Eh/bohr

Geometry (Å):
K (-0.530, 0.180, 0.894)
N (-4.014, -1.150, 3.684)
C (-3.250, -1.558, 2.590)
S (-3.877, -1.277, 1.018)
N (-2.166, -2.216, 2.873)
N (-1.257, -2.350, 1.867)
C (-0.738, -3.506, 1.662)
C (-1.279, -4.756, 2.250)
C (-2.646, -5.016, 2.144)
C (-3.179, -6.169, 2.692)
C (-2.362, -7.075, 3.355)
C (-1.005, -6.819, 3.470)
C (-0.467, -5.665, 2.918)
C (0.517, -3.551, 0.870)
C (0.996, -4.746, 0.328)
C (2.226, -4.754, -0.302)
C (2.945, -3.573, -0.380)
C (2.369, -2.426, 0.146)
N (1.197, -2.403, 0.757)
H (-4.652, -0.411, 3.438)
H (-3.448, -0.949, 4.496)
H (-3.279, -4.302, 1.632)
H (-4.242, -6.356, 2.604)
H (-2.783, -7.976, 3.784)
H (-0.361, -7.516, 3.992)
H (0.592, -5.463, 3.016)
H (0.399, -5.643, 0.391)
H (2.604, -5.661, -0.754)
H (3.897, -3.523, -0.886)
H (2.871, -1.468, 0.054)
S (0.626, 2.625, 2.286)
C (-0.344, 4.025, 2.695)
C (0.136, 4.907, 3.670)
C (-0.547, 6.047, 4.054)
C (-1.767, 6.338, 3.460)
C (-2.269, 5.480, 2.495)
C (-1.599, 4.326, 2.084)
S (-2.346, 3.341, 0.836)
H (1.083, 4.658, 4.139)
H (-0.132, 6.698, 4.818)
H (-2.329, 7.222, 3.743)
H (-3.223, 5.694, 2.024)
C (4.603, 1.910, 0.917)
N (4.237, 3.264, 0.616)
C (3.649, 4.131, 1.631)
C (2.926, 5.188, 0.785)
N (3.606, 5.042, -0.500)
C (4.173, 3.804, -0.598)
S (4.738, 3.153, -2.039)
H (3.723, 1.367, 1.274)
H (5.368, 1.890, 1.699)
H (4.994, 1.446, 0.015)
H (4.441, 4.563, 2.253)
H (2.911, 3.597, 2.252)
H (3.062, 6.197, 1.175)
H (1.859, 4.945, 0.724)
H (3.210, 5.403, -1.349)
C (-0.517, -0.625, -4.983)
N (0.393, -1.566, -4.380)
C (1.416, -2.295, -5.089)
C (1.790, -3.378, -4.060)
O (2.669, -4.205, -4.246)
N (0.991, -3.245, -2.968)
C (0.168, -2.227, -3.214)
N (-0.832, -1.893, -2.399)
H (-0.073, -0.272, -5.913)
H (-0.674, 0.230, -4.329)
H (-1.494, -1.068, -5.192)
H (2.285, -1.676, -5.325)
H (1.045, -2.754, -6.012)
H (-0.732, -2.206, -1.436)
H (-1.342, -1.031, -2.534)
N (1.072, 1.775, -3.117)
C (0.295, 1.843, -1.979)
N (0.010, 3.070, -1.525)
O (-0.086, 0.800, -1.431)
H (1.719, 2.534, -3.267)
H (1.528, 0.880, -3.190)
H (0.192, 3.871, -2.102)
H (-0.655, 3.177, -0.707)
N (-3.419, 1.296, -1.329)
C (-3.146, 2.219, -2.296)
C (-2.989, 1.507, -3.446)
N (-3.159, 0.166, -3.199)
C (-3.414, 0.086, -1.914)
H (-3.510, 1.502, -0.342)
H (-3.061, 3.263, -2.053)
H (-2.756, 1.880, -4.430)
H (-3.582, -0.820, -1.352)

---

Entry 4:
# C31H38N4O6

The molecule C31H38N4O6 (ωB97M-V with the def2-TZVPD basis set, the Open Molecules 2025 dataset).

Calculated values
2S+1   1
HOMO-LUMO gap   9.7810 eV
Energy relative to the best compared isomer or geometry (same formula, charge and spin)   129.9 kJ/mol
Strongest force on any atom   0.0190 Eh/bohr

Geometry (Å):
C (-1.131, 0.609, -2.566)
C (-2.292, 0.806, -1.596)
C (-1.968, 1.919, -0.601)
C (-3.601, 1.088, -2.331)
O (-2.447, -0.374, -0.760)
C (-2.699, -1.563, -1.262)
O (-2.894, -1.845, -2.416)
C (-2.731, -2.627, -0.145)
C (-4.142, -3.230, -0.044)
C (-5.143, -2.166, 0.313)
C (-5.433, -1.879, 1.641)
C (-6.306, -0.854, 1.966)
C (-6.902, -0.107, 0.965)
C (-6.629, -0.395, -0.362)
C (-5.755, -1.418, -0.685)
N (-2.318, -2.079, 1.119)
C (-1.055, -1.670, 1.324)
O (-0.128, -1.956, 0.571)
C (-0.908, -0.874, 2.552)
N (-1.964, -0.743, 3.410)
C (-1.563, 0.047, 4.366)
N (-0.293, 0.454, 4.176)
C (0.158, -0.121, 3.023)
C (1.498, 0.264, 2.527)
O (2.131, 1.140, 3.101)
N (1.924, -0.426, 1.458)
C (3.043, 0.035, 0.679)
C (3.542, -1.102, -0.227)
C (4.622, -0.641, -1.163)
C (4.375, -0.521, -2.524)
C (5.362, -0.069, -3.383)
C (6.609, 0.272, -2.889)
C (6.866, 0.150, -1.534)
C (5.880, -0.305, -0.678)
C (2.598, 1.234, -0.171)
O (1.443, 1.442, -0.448)
O (3.639, 1.959, -0.523)
C (3.501, 3.153, -1.341)
C (2.668, 4.193, -0.594)
C (2.873, 2.803, -2.688)
C (4.939, 3.634, -1.527)
H (-0.218, 0.420, -2.005)
H (-1.325, -0.228, -3.232)
H (-0.999, 1.510, -3.159)
H (-2.730, 1.960, 0.174)
H (-1.930, 2.875, -1.115)
H (-1.002, 1.729, -0.140)
H (-4.419, 1.165, -1.616)
H (-3.519, 2.022, -2.879)
H (-3.820, 0.287, -3.032)
H (-2.012, -3.402, -0.439)
H (-4.132, -4.016, 0.713)
H (-4.386, -3.670, -1.011)
H (-4.989, -2.469, 2.431)
H (-6.520, -0.640, 3.003)
H (-7.582, 0.694, 1.217)
H (-7.101, 0.177, -1.147)
H (-5.545, -1.640, -1.721)
H (-3.023, -1.689, 1.730)
H (-2.164, 0.342, 5.203)
H (0.274, 1.086, 4.722)
H (1.252, -1.052, 0.994)
H (3.835, 0.381, 1.351)
H (2.689, -1.484, -0.792)
H (3.914, -1.904, 0.414)
H (3.401, -0.781, -2.914)
H (5.157, 0.018, -4.441)
H (7.379, 0.629, -3.558)
H (7.839, 0.412, -1.144)
H (6.088, -0.401, 0.377)
H (1.646, 3.842, -0.473)
H (2.658, 5.125, -1.152)
H (3.093, 4.373, 0.391)
H (3.461, 2.033, -3.181)
H (1.858, 2.440, -2.551)
H (2.849, 3.688, -3.317)
H (4.956, 4.528, -2.143)
H (5.384, 3.858, -0.562)
H (5.528, 2.856, -2.006)

---

Entry 5:
# C31H38N4Tl

A structure of composition C31H38N4Tl at a distorted geometry (ωB97M-V with the def2-TZVPD basis set, the Open Molecules 2025 dataset).

Calculated values
Total charge   -1
2S+1   1
HOMO-LUMO gap   4.6597 eV
Energy relative to the best compared isomer or geometry (same formula, charge and spin)   0.0 kJ/mol
Strongest force on any atom   0.0941 Eh/bohr

Geometry (Å):
Tl (-1.004, 1.002, -0.222)
N (-1.700, -1.308, 1.017)
N (-0.428, -2.434, -1.372)
C (2.227, 0.914, -0.093)
C (2.290, -0.428, 0.374)
C (1.819, -0.460, 1.722)
C (1.856, -1.695, 2.520)
H (1.910, -2.557, 1.850)
H (0.948, -1.778, 3.120)
H (2.730, -1.781, 3.184)
C (1.425, 0.886, 2.070)
C (0.848, 1.459, 3.286)
H (1.552, 1.876, 4.019)
H (0.271, 0.655, 3.758)
H (0.127, 2.243, 3.029)
C (1.627, 1.707, 0.928)
C (1.212, 3.128, 0.799)
H (0.320, 3.343, 1.414)
H (0.969, 3.382, -0.246)
H (2.020, 3.807, 1.131)
C (2.829, -1.577, -0.384)
H (3.913, -1.744, -0.197)
H (2.697, -1.410, -1.463)
H (2.286, -2.493, -0.102)
C (2.643, 1.435, -1.408)
H (1.847, 2.054, -1.841)
H (2.872, 0.627, -2.106)
H (3.540, 2.070, -1.331)
C (-1.932, -0.758, 2.314)
H (-2.285, 0.270, 2.199)
C (-2.513, -1.587, 3.484)
H (-3.483, -1.216, 3.859)
C (-2.370, -3.030, 3.195)
H (-2.724, -3.744, 3.952)
C (-1.665, -3.452, 2.104)
H (-1.284, -4.483, 2.011)
C (-1.343, -2.594, 0.960)
C (-0.628, -3.085, -0.179)
H (-0.278, -4.109, -0.144)
C (-0.216, -1.061, -1.510)
C (-0.368, -3.063, -2.645)
H (-0.443, -4.120, -2.801)
C (-0.377, -2.068, -3.541)
H (-0.453, -2.097, -4.614)
N (-0.382, -0.856, -2.848)
C (-0.596, 0.438, -3.434)
C (0.411, 1.050, -4.201)
C (0.213, 2.358, -4.656)
H (0.985, 2.839, -5.256)
C (-0.965, 3.059, -4.392)
C (-1.181, 4.454, -4.906)
H (-1.065, 5.207, -4.117)
H (-2.193, 4.574, -5.311)
H (-0.467, 4.692, -5.698)
C (-1.962, 2.421, -3.658)
H (-2.905, 2.940, -3.475)
C (-1.804, 1.111, -3.191)
C (-2.942, 0.423, -2.507)
H (-3.392, -0.332, -3.166)
H (-3.704, 1.169, -2.244)
H (-2.679, -0.109, -1.580)
C (1.667, 0.334, -4.562)
H (1.571, -0.158, -5.540)
H (1.948, -0.430, -3.833)
H (2.495, 1.050, -4.643)
C (0.162, -0.333, 6.261)
C (-0.988, -1.214, 5.737)
C (-1.326, -1.151, 4.324)
N (-0.736, -0.654, 3.269)
H (1.169, -0.693, 6.018)
H (0.045, -0.405, 7.340)
H (0.063, 0.716, 5.979)
H (-0.791, -2.282, 5.944)
H (-1.934, -0.946, 6.246)

---

Entry 6:
# C31H38NO6RuTe2

A structure of composition C31H38NO6RuTe2 at a distorted geometry (ωB97M-V with the def2-TZVPD basis set, the Open Molecules 2025 dataset).

Calculated values
Total charge   +2
2S+1   2
⟨S²⟩   0.79
HOMO-LUMO gap (spin up / spin down)   4.9747 / 5.5045 eV
Energy relative to the best compared isomer or geometry (same formula, charge and spin)   298.8 kJ/mol
Strongest force on any atom   0.0443 Eh/bohr

Geometry (Å):
Ru (-2.199, -0.745, -0.279)
O (-6.133, -0.889, 1.454)
C (-4.850, -0.799, 1.221)
O (-4.372, -0.388, 0.162)
C (-4.002, -1.175, 2.399)
O (-2.773, -1.703, 1.964)
C (-2.758, -3.135, 1.845)
C (-3.322, -3.547, 0.506)
O (-4.251, -4.315, 0.416)
O (-2.674, -2.994, -0.518)
H (-6.658, -0.596, 0.696)
H (-4.539, -1.861, 3.049)
H (-3.789, -0.260, 2.944)
H (-3.323, -3.595, 2.651)
H (-1.719, -3.434, 1.897)
C (-3.051, -3.790, -3.639)
Te (-2.585, -1.969, -2.706)
C (-1.892, -0.882, -4.375)
H (-2.110, -4.170, -4.018)
H (-3.774, -3.609, -4.433)
H (-3.464, -4.426, -2.864)
H (-2.731, -0.471, -4.940)
H (-1.283, -1.525, -5.004)
H (-1.291, -0.072, -3.963)
C (2.982, 3.945, 5.515)
C (2.263, 3.087, 4.508)
C (2.593, 1.718, 4.342)
C (1.951, 0.887, 3.403)
C (2.400, -0.554, 3.285)
C (0.962, 1.460, 2.613)
Te (0.050, 0.183, 1.108)
N (-0.304, -1.235, -0.793)
C (0.045, -2.169, -1.582)
O (-0.782, -2.707, -2.517)
C (1.409, -2.746, -1.619)
C (2.165, -2.797, -0.451)
C (3.443, -3.329, -0.476)
C (3.973, -3.805, -1.670)
C (3.220, -3.757, -2.835)
C (1.934, -3.236, -2.810)
C (0.436, 1.472, -0.536)
C (1.779, 1.622, -0.928)
C (2.946, 1.025, -0.171)
C (2.052, 2.368, -2.071)
C (1.049, 2.949, -2.837)
C (1.369, 3.758, -4.070)
C (-0.265, 2.766, -2.428)
C (-0.596, 2.042, -1.286)
C (-2.067, 2.008, -0.925)
C (0.572, 2.834, 2.782)
C (-0.553, 3.462, 2.023)
C (1.248, 3.608, 3.741)
H (3.803, 3.407, 5.989)
H (2.293, 4.277, 6.296)
H (3.383, 4.842, 5.038)
H (3.382, 1.291, 4.958)
H (2.875, -0.886, 4.209)
H (3.130, -0.673, 2.477)
H (1.569, -1.224, 3.088)
H (1.734, -2.448, 0.479)
H (4.026, -3.391, 0.436)
H (4.973, -4.222, -1.690)
H (3.632, -4.137, -3.762)
H (1.345, -3.200, -3.721)
H (2.758, -0.010, 0.107)
H (3.155, 1.589, 0.741)
H (3.845, 1.037, -0.786)
H (3.090, 2.491, -2.377)
H (2.441, 3.916, -4.176)
H (0.880, 4.734, -4.029)
H (1.008, 3.256, -4.971)
H (-1.069, 3.220, -3.008)
H (-2.678, 1.734, -1.779)
H (-2.401, 3.000, -0.610)
H (-2.318, 1.370, -0.067)
H (-1.409, 2.785, 1.961)
H (-0.242, 3.716, 1.007)
H (-0.882, 4.378, 2.514)
H (0.946, 4.640, 3.894)